(1)
A cluster of 2 separate species, CH3ClO2P in total. Source: the OMol25 dataset; level of theory: wB97M-V/def2-TZVPD.

Last column: natural (NBO) charge in e.
Geometry (Å):
H1 -0.4912 -0.4348 0.7694  0.35
Cl1 -1.1324 -2.6287 1.4501  -0.95
H2 -0.4591 1.4780 0.7250  0.25
C1 0.1828 0.5087 0.6305  -1.10
H3 1.1498 0.5017 1.2965  0.27
O1 1.4667 -0.2641 -1.7709  -1.04
O2 -0.9816 0.5730 -1.9203  -1.03
P1 0.2650 0.2662 -1.1804  2.24

Cartesian forces (eV/Å) of the 3 atoms listed first:
H 0.800 1.008 0.815
Cl 0.081 0.277 -0.118
H 1.127 -1.850 0.180

Summary:
2S+1 ... 1
Energy above the lowest of the compared OMol25 structures with the same formula, charge and spin ... 1.372 eV
Maximum force ... 2.7 eV Å⁻¹
Total charge ... -1
Frontier orbital gap ... 7.7 eV
Total energy ... -992.049079 a.u.

***

(2)
A cluster of 3 separate species, C3H11NO3 in total. Source: the OMol25 dataset; level of theory: wB97M-V/def2-TZVPD.

Last column: natural (NBO) charge in e.
Geometry (Å):
H1 -0.8019 -3.3287 1.5716  0.46
O1 -1.2675 0.1303 -1.3287  -0.66
H2 1.4068 2.5279 -1.1334  0.22
O2 0.1609 -3.4287 1.5175  -0.95
C1 -1.4917 0.9340 -0.4521  0.54
H3 2.5975 2.2841 0.2151  0.22
N1 -0.6107 1.2743 0.5231  -0.61
H4 1.0983 3.2044 0.3964  0.20
H5 -2.4401 1.4819 -0.3968  0.11
C2 0.8370 1.0724 0.3968  -0.23
H6 0.9241 0.2684 -0.3276  0.23
C3 1.5503 2.3244 -0.0733  -0.62
H7 -1.0902 -3.3138 -1.4837  0.47
H8 1.1911 0.6802 1.3477  0.21
H9 0.3000 -3.5329 0.5660  0.49
O3 -0.4597 -2.6269 -1.2509  -0.98
H10 -0.9944 1.8274 1.2864  0.39
H11 -0.9096 -1.7787 -1.3741  0.51

Cartesian forces (eV/Å) of the 3 atoms listed first:
H 0.410 0.026 0.062
O 0.023 -0.231 -0.611
H 0.273 -0.396 -0.135

Summary:
2S+1 ... 1
Energy above the lowest of the compared OMol25 structures with the same formula, charge and spin ... 0.693 eV
Maximum force ... 1.0 eV Å⁻¹
Total charge ... 0
Frontier orbital gap ... 10.8 eV
Total energy ... -401.387598 a.u.

***

(3)
A cluster of 2 separate species, C4H5N2O4 in total. Source: the OMol25 dataset; level of theory: wB97M-V/def2-TZVPD.

Last column: natural (NBO) charge in e.
Geometry (Å):
N1 -2.1084 2.1146 -0.0252  -0.40
H1 1.2374 0.4328 -0.7631  0.20
N2 0.7641 -2.0079 0.4343  -0.85
H2 -2.3771 2.6987 0.8452  0.36
C1 0.5226 -0.2033 -1.1733  -0.46
H3 0.8441 -1.3039 1.0811  0.41
C2 0.3492 -1.5564 -0.8257  0.56
O1 -2.4626 0.7443 0.3720  -0.38
O2 -0.1354 -2.3842 -1.5710  -0.66
O3 -1.2123 2.3315 2.5195  -0.74
O4 0.2377 0.6574 2.4454  -0.70
H4 0.0107 0.0963 -2.0533  0.20
C3 -1.2201 1.1242 0.4750  0.33
H5 0.4088 -2.9312 0.5248  0.39
C4 -0.5496 1.4291 1.9807  0.74

Cartesian forces (eV/Å) of the 3 atoms listed first:
N -0.308 1.670 0.360
H 1.103 0.766 0.743
N 0.127 -0.262 -3.636

Summary:
2S+1 ... 1
Energy above the lowest of the compared OMol25 structures with the same formula, charge and spin ... 5.041 eV
Maximum force ... 3.6 eV Å⁻¹
Total charge ... -1
Frontier orbital gap (alpha / beta) ... 6.9 / 8.7 eV
Total energy ... -565.787177 a.u.

***

(4)
The molecule C5H9N. Source: the OMol25 dataset; level of theory: wB97M-V/def2-TZVPD.

Last column: natural (NBO) charge in e.
Geometry (Å):
H1 1.2484 1.5716 -1.1281  0.19
N1 -0.6946 0.7979 -1.8322  -0.62
H2 0.8884 -0.7279 -0.6594  0.20
H3 1.8532 -1.8914 1.2737  0.19
C1 -1.1827 -0.2987 -0.9677  -0.21
C2 0.3391 -0.3159 1.3281  -0.18
H4 -0.2056 2.0271 -0.1425  0.17
C3 1.1697 -1.2577 1.8529  -0.38
C4 0.2818 1.2735 -0.7614  -0.21
H5 -2.0114 -0.0384 -0.2712  0.16
H6 -1.4401 1.4686 -2.0321  0.35
H7 -0.3410 0.1780 1.9933  0.20
H8 -1.3461 -1.3055 -1.4213  0.19
H9 1.2673 -1.3507 2.9129  0.19
C5 0.1736 -0.1306 -0.1451  -0.27

Cartesian forces (eV/Å) of the 3 atoms listed first:
H 0.285 0.281 -0.101
N -0.218 0.465 0.162
H 0.737 -0.665 -0.289

Summary:
2S+1 ... 1
Energy above the lowest of the compared OMol25 structures with the same formula, charge and spin ... 1.970 eV
Maximum force ... 2.5 eV Å⁻¹
Total charge ... 0
Frontier orbital gap ... 10.3 eV
Total energy ... -250.594557 a.u.

***

(5)
A structure of composition C17H19BF3N7OPbS3. Source: the OMol25 dataset; level of theory: wB97M-V/def2-TZVPD.

Last column: natural (NBO) charge in e.
Geometry (Å):
H1 3.1835 0.1596 0.1602  0.24
H2 -5.0795 0.8355 1.4581  0.23
H3 -4.5640 1.0555 -2.7466  0.40
S1 -1.9285 1.7063 -2.5304  -0.22
C1 2.6884 -4.3509 -2.2896  -0.28
C2 -3.5804 2.8623 0.2234  -0.43
H4 -0.9657 -3.0321 -2.6663  0.19
H5 4.3761 0.1869 1.4817  0.22
H6 1.1082 1.9060 4.5994  0.24
N1 -3.2083 1.7977 1.1145  -0.33
C3 -1.9641 1.6050 1.6182  0.24
O1 1.9715 -0.3204 -1.9601  -0.76
H7 0.6124 -4.5782 -2.6925  0.21
Pb1 0.1640 0.8801 -1.0807  1.21
N2 0.4800 0.5175 3.1222  -0.46
H8 2.9116 -5.3990 -2.4137  0.21
C4 -2.7524 0.1801 -2.4769  0.27
C5 1.1098 -0.0644 2.0999  0.25
S2 -0.6142 2.5056 1.0642  -0.20
C6 1.4095 -3.8869 -2.4561  -0.13
H9 3.5173 1.6881 3.2912  0.23
F1 2.6883 2.9703 -0.9675  -0.35
H10 -3.3756 3.8203 0.7023  0.22
C7 3.7061 -3.4492 -1.9530  -0.18
H11 -1.0527 -0.9934 3.7373  -0.03
C8 1.0788 -2.5289 -2.3055  -0.24
H12 -4.6401 2.7845 -0.0078  0.21
N3 2.4022 0.3268 2.0865  -0.33
C9 1.3803 1.3151 3.7502  -0.03
C10 1.6284 2.8160 -1.7943  0.80
C11 3.3950 -0.1690 1.1786  -0.42
H13 -4.5813 -0.6676 -2.5778  0.40
C12 2.1256 -1.5827 -2.0195  0.42
H14 -2.9984 2.8203 -0.6999  0.25
H15 -1.1642 0.8097 4.5866  -0.04
H16 -3.5654 -0.6226 3.2330  0.23
C13 3.4327 -2.1170 -1.8220  -0.25
N4 -0.8465 -1.0441 -2.2707  -0.33
N5 -2.1724 -0.9730 -2.3637  -0.40
H17 3.3825 -1.2603 1.1899  0.23
H18 4.7125 -3.8094 -1.7935  0.21
C14 -4.0394 0.8959 1.7048  -0.07
C15 -0.2965 -2.2056 -2.4151  0.15
B1 -0.9552 0.1838 3.5950  0.18
C16 2.5792 1.2063 3.1106  -0.06
N6 -2.0040 0.6286 2.5279  -0.45
S3 0.4160 -1.0932 0.9280  -0.14
F2 2.1307 2.7362 -3.0361  -0.34
F3 0.9312 3.9694 -1.7357  -0.35
C17 -3.2830 0.1728 2.5747  -0.03
H19 4.2123 -1.4044 -1.5987  0.21
N7 -4.1021 0.2099 -2.4648  -0.80

Cartesian forces (eV/Å) of the 3 atoms listed first:
H 0.043 -0.005 0.001
H -0.167 -0.011 -0.010
H -0.016 -0.057 -0.068

Summary:
2S+1 ... 1
Energy above the lowest of the compared OMol25 structures with the same formula, charge and spin ... 0.421 eV
Maximum force ... 1.9 eV Å⁻¹
Total charge ... 0
Frontier orbital gap ... 5.1 eV
Total energy ... -2829.655587 a.u.

***

(6)
A structure of composition C27H39ClN6O2OsSi. Source: the OMol25 dataset; level of theory: wB97M-V/def2-TZVPD.

Last column: Mulliken charge in e.
Geometry (Å):
N1 1.3571 -1.1038 -1.5276  0.30
H1 3.6530 1.9800 -2.5266  0.48
H2 -2.3101 5.9737 -1.6421  0.47
C1 -1.9809 2.3705 3.4423  -0.62
H3 2.2597 1.8766 -1.4600  0.24
C2 2.7011 -1.0485 -1.5853  -0.09
C3 2.8221 1.3455 -2.2287  -1.11
H4 2.6313 -1.5098 1.1729  0.17
C4 -2.1282 4.9797 -2.0274  -0.81
N2 -2.6483 -0.5374 0.7984  0.30
C5 -1.4422 1.1175 -3.6244  -0.66
O1 -0.3809 1.9807 -1.0083  0.28
C6 -2.4143 3.3531 -3.7643  -1.22
C7 -3.4108 -0.7828 2.0261  -0.05
O2 -0.8672 0.1909 -3.0747  -0.47
H5 -1.5093 -4.5057 0.8721  0.38
H6 -0.9066 2.6088 1.6115  0.36
C8 4.9271 -1.6720 -1.5764  -0.58
H7 5.2022 0.1469 -2.7669  0.41
H8 1.2474 -3.0280 -2.4716  0.71
H9 1.1630 -1.9824 2.0479  0.17
C9 -0.2495 0.8504 2.6716  0.44
C10 2.4041 1.7878 1.4431  -1.17
C11 -0.3849 -2.6724 -1.0926  -0.21
H10 5.4289 -2.1799 -2.3986  0.38
H11 2.9344 -4.1134 -1.7937  0.33
C12 1.9140 -1.1982 1.9330  -1.17
C13 3.1838 -3.4210 -0.9900  -0.92
H12 5.4410 -1.9221 -0.6482  0.38
C14 -1.1395 2.8049 -1.7915  -0.08
H13 -4.4618 -0.5511 1.8658  0.54
H14 -1.5043 -4.1750 2.6064  0.33
C15 0.6059 -2.2138 -2.1415  -1.48
H15 -0.1604 -3.6197 1.6325  0.31
H16 2.3549 -3.3615 -0.2862  0.25
N3 3.5241 -2.0984 -1.4861  0.11
C16 -1.3719 4.0787 -1.2968  -0.53
C17 -3.0913 0.4684 -0.1514  -1.25
H17 -3.9822 -2.9049 1.9331  0.33
H18 -2.8654 1.9139 5.3459  0.42
C18 -3.1613 -2.2683 2.2709  -0.77
H19 -4.1761 0.4056 -0.2467  0.44
H20 0.0905 -1.8252 -3.0171  0.23
H21 2.4579 -1.1145 2.8767  0.59
H22 -0.9493 4.3628 -0.3425  0.48
C19 -0.4436 0.0935 3.8301  -0.11
H23 0.1585 -0.7903 4.0116  0.33
C20 -1.2362 -3.7732 1.6324  -0.93
H24 1.9826 2.7579 1.1730  0.31
H25 2.1892 1.1741 -3.1014  0.36
H26 -2.9539 -2.4829 3.3172  0.50
C21 -1.0408 1.9921 2.4959  -0.50
H27 -1.4952 -0.1135 5.6904  0.44
H28 -1.2067 -3.2280 -1.5462  0.54
H29 -2.8254 1.4709 0.1885  0.32
H30 -2.6490 0.2783 -1.1262  0.35
C22 -1.7832 -1.5351 0.5776  -0.21
H31 5.3388 0.4177 -1.0243  0.34
H32 -2.8143 3.0710 -4.7304  0.46
H33 -2.5726 3.2648 3.2945  0.45
C23 -1.6586 2.4300 -3.0351  1.79
C24 -2.1462 1.6117 4.5963  -0.65
C25 -1.3791 0.4721 4.7875  -0.77
H34 3.2319 1.5667 0.7674  0.30
C26 4.8209 -0.1561 -1.7920  -0.65
Cl1 -3.5923 5.7402 -4.1639  -0.16
C27 -2.6535 4.6164 -3.2629  0.05
N4 -0.8676 -1.4548 -0.4125  0.54
H35 0.1256 -3.3226 -0.3813  0.03
H36 -3.0255 -0.1569 2.8303  -0.29
H37 4.0502 -3.8178 -0.4644  0.37
H38 -1.8409 0.9756 -4.6400  0.35
Os1 0.1391 0.2286 -0.7359  0.11
H39 2.8085 1.8798 2.4545  0.50
Si1 1.1144 0.4315 1.4553  0.93
N5 3.3748 0.0923 -1.7349  0.21
N6 -1.9567 -2.5205 1.4659  0.10

Cartesian forces (eV/Å) of the 3 atoms listed first:
N -0.042 0.103 -0.007
H -0.002 0.025 0.007
H -0.001 0.001 -0.002

Summary:
2S+1 ... 1
Energy above the lowest of the compared OMol25 structures with the same formula, charge and spin ... 0.157 eV
Maximum force ... 0.2 eV Å⁻¹
Total charge ... +2
Frontier orbital gap ... 7.1 eV
Total energy ... -2371.152956 a.u.

***

(7)
A cluster of 3 separate species, C5H7NO in total. Source: the OMol25 dataset; level of theory: wB97M-V/def2-TZVPD.

Last column: natural (NBO) charge in e.
Geometry (Å):
O1 1.5195 0.5027 -1.3187  -0.60
H1 -2.5371 -0.8645 -1.2634  0.19
H2 -1.7329 1.5015 0.2822  0.23
C1 0.7964 1.4694 -1.0677  0.23
C2 -0.9379 -0.5859 0.2299  -0.09
H3 0.8893 2.0264 -0.1238  0.13
C3 1.1785 -1.1015 0.0241  0.46
C4 -1.2367 0.6537 -0.1677  -0.37
H4 0.2423 1.9549 -1.8838  0.14
H5 -0.8919 -0.5547 -2.0122  0.19
N1 2.1839 -1.7353 0.0847  -0.74
C5 -1.5291 -0.4611 -1.1255  -0.43
H6 3.0496 -1.5615 -0.4024  0.43
H7 -1.0303 -1.2657 1.0617  0.23

Cartesian forces (eV/Å) of the 3 atoms listed first:
O -0.253 0.409 0.018
H 0.158 0.113 -0.025
H 0.171 -0.016 -0.162

Summary:
2S+1 ... 1
Energy above the lowest of the compared OMol25 structures with the same formula, charge and spin ... 6.494 eV
Maximum force ... 1.1 eV Å⁻¹
Total charge ... 0
Frontier orbital gap ... 9.2 eV
Total energy ... -324.485824 a.u.

***

(8)
A structure of composition Cd4N3O9. Source: the OMol25 dataset; level of theory: wB97M-V/def2-TZVPD.

Last column: natural (NBO) charge in e.
Geometry (Å):
O1 -3.7265 0.5904 -0.5227  -0.68
N1 0.2496 0.4447 -0.2797  0.75
Cd1 -2.4634 2.1327 -0.6540  1.84
O2 2.6438 0.5311 1.3752  -0.74
Cd2 -1.3615 -2.6260 0.2803  1.92
O3 -4.7284 -1.2316 -1.0825  -0.16
O4 0.9688 0.6503 -1.2826  -0.53
O5 -2.8446 -1.1528 -0.2254  -0.70
O6 -0.3542 1.3749 0.1464  -0.62
Cd3 3.3149 0.5426 -2.1177  1.88
O7 3.6025 -0.3530 -0.0642  -0.67
O8 0.0559 -0.7086 0.1225  -0.53
N2 3.2116 -0.4419 1.1203  0.75
Cd4 1.6177 2.1826 1.9968  1.91
N3 -3.7687 -0.6045 -0.6708  0.75
O9 3.5825 -1.3310 1.8580  -0.15

Cartesian forces (eV/Å) of the 3 atoms listed first:
O -1.788 6.282 -0.334
N 2.078 -4.727 -4.625
Cd -0.438 0.638 -0.271

Summary:
2S+1 ... 1
Energy above the lowest of the compared OMol25 structures with the same formula, charge and spin ... 0.000 eV
Maximum force ... 12.5 eV Å⁻¹
Total charge ... +5
Frontier orbital gap ... 5.3 eV
Total energy ... -1509.220592 a.u.